Entry from the OMol25 dataset: a 10-piece molecular cluster, C54H139F2N11O20S2 overall (the ωB97M-V functional and the def2-TZVPD basis).

Properties
Net charge = +8
LUMO level = -10.68 eV
HOMO = -19.443 eV

Structure (XYZ):
```
228
Properties=species:S:1:pos:R:3:forces:R:3
C -0.6433 -2.0645 7.5947 -0.53 0.43 0.74
C -0.7792 -0.9280 8.6538 0.01 -0.65 -0.69
N -0.8198 0.4135 8.0170 0.11 1.74 -0.70
C -0.3069 1.5856 8.5756 0.25 -0.13 -0.86
C -0.3223 2.5864 7.6133 -0.75 -1.96 0.43
N -0.9772 2.0363 6.4916 1.45 -1.80 2.57
C -1.2321 0.7252 6.7755 -0.22 0.84 0.15
C -1.3243 2.7847 5.3138 -0.43 0.47 -0.03
H -1.5957 -2.2932 7.1164 -0.12 -0.12 0.28
H -0.3024 -2.9205 8.1771 -0.11 -0.20 -0.37
H 0.0377 -1.8799 6.7638 0.37 0.30 0.39
H 0.0465 -0.9989 9.3617 0.34 0.56 -0.39
H -1.6390 -1.0620 9.3102 -0.36 0.05 -0.43
H 0.0183 1.4963 9.6016 0.27 0.56 -0.16
H 0.1034 3.5789 7.6012 -0.32 -0.10 0.12
H -1.8323 0.0696 6.1621 0.31 0.03 -0.17
H -1.0143 3.8121 5.5046 -0.20 -0.04 -0.10
H -2.4130 2.7353 5.2896 0.09 0.24 -0.76
H -0.8085 2.4453 4.4156 -0.30 -0.27 0.10
C 11.0848 2.2355 1.3142 -0.97 -0.67 -0.68
O 10.2215 2.4582 2.4129 0.60 0.79 2.36
C 10.9173 2.7205 3.6833 -0.68 -0.70 -1.45
C 11.4459 1.4351 4.2573 -0.22 -1.05 -0.39
N 10.3865 0.3082 4.2824 1.23 -0.28 1.20
H 9.7351 0.3952 5.0493 -0.32 0.68 0.23
H 9.8410 0.3761 3.4351 -0.10 -0.09 -0.73
C 10.9237 -1.1463 4.5362 -0.34 1.65 -0.77
C 9.8009 -2.0881 4.2924 -0.34 -1.89 -0.96
O 9.5955 -2.2892 2.9096 1.72 1.70 -0.49
C 8.8126 -3.3856 2.5409 -1.29 0.50 0.76
H 10.3483 2.1266 0.5180 0.43 0.10 -0.41
H 11.5676 1.2621 1.4003 0.47 0.07 -0.02
H 11.7808 3.0382 1.0708 0.01 0.05 0.34
H 10.2254 3.1963 4.3783 -0.07 0.17 -0.30
H 11.8087 3.3264 3.5209 -0.17 0.41 0.01
H 11.8661 1.6377 5.2424 -0.06 -0.52 0.04
H 12.1945 1.0278 3.5778 0.23 0.06 0.29
H 11.2223 -1.1594 5.5844 0.30 -0.03 -0.22
H 11.7295 -1.2938 3.8171 0.10 -0.14 0.34
H 8.8701 -1.7897 4.7748 -0.21 0.15 0.30
H 10.0862 -3.0713 4.6666 0.09 0.00 0.70
H 7.8255 -3.0646 2.8739 -0.68 -0.81 -0.11
H 9.1050 -4.2932 3.0688 0.13 -0.17 -0.23
H 8.7716 -3.4916 1.4569 0.46 -0.02 0.20
C 4.5451 -6.5362 6.9234 -0.28 0.40 -0.04
O 3.2952 -7.1837 6.8260 -0.60 -0.45 -0.18
C 3.1887 -8.3638 7.5999 -0.92 -0.23 -0.02
C 2.2712 -9.3834 6.9269 0.38 0.69 -1.37
N 2.9068 -9.9427 5.6141 0.38 -0.18 0.67
H 3.6942 -10.4970 5.9187 0.90 0.12 0.07
H 2.2919 -10.7055 5.3688 -0.70 0.05 -0.91
C 3.3301 -9.0827 4.3409 -1.53 -0.76 0.77
C 2.2551 -8.0448 4.0606 0.81 -0.14 0.40
O 1.0356 -8.6641 3.7314 -0.55 1.02 0.11
C -0.0997 -7.7542 3.8858 -0.28 -1.09 -0.32
H 4.7852 -6.4581 7.9838 0.77 -0.12 -0.17
H 4.4615 -5.5246 6.5262 -0.38 0.03 0.09
H 5.2528 -7.0245 6.2535 0.53 -0.29 0.57
H 2.6980 -8.1727 8.5542 0.06 0.32 0.24
H 4.1542 -8.8041 7.8489 0.22 -0.08 -0.24
H 1.2948 -9.0255 6.6001 0.19 0.62 0.11
H 2.0148 -10.2059 7.5945 0.59 -0.31 -0.15
H 3.3697 -9.8116 3.5314 0.06 -0.10 0.12
H 4.3177 -8.6406 4.4724 -0.22 -0.09 0.44
H 2.6906 -7.4352 3.2689 -0.32 0.21 -0.43
H 2.2116 -7.4155 4.9495 -0.41 0.14 -0.03
H -0.9886 -8.2376 3.4806 0.25 -0.54 0.06
H -0.0713 -6.8411 3.2912 0.82 0.20 0.25
H -0.3127 -7.5935 4.9426 0.29 0.37 0.03
C 3.9778 5.4556 11.2652 0.96 2.11 0.75
O 4.5183 6.1414 10.0545 -0.71 -1.40 -0.26
C 4.6595 7.5588 10.1434 0.63 -0.58 0.00
C 5.2387 8.1243 8.7611 -1.20 -0.53 2.58
N 4.4732 7.4529 7.6722 1.37 2.22 -1.44
H 4.3680 6.4534 7.7714 0.08 -0.54 0.24
H 3.5690 7.9026 7.6563 -0.67 -0.30 0.28
C 5.1037 7.8591 6.3318 0.39 -1.23 0.17
C 4.2815 7.2267 5.2222 0.27 -1.01 -0.76
O 4.2170 5.7779 5.3480 -0.07 -0.04 0.64
C 5.4410 5.0306 5.1572 0.67 1.24 -0.36
H 4.1083 4.3774 11.3587 0.11 0.14 -1.15
H 2.9693 5.7604 11.5446 -0.34 -0.09 -0.79
H 4.5422 5.8598 12.1055 0.34 -0.05 0.11
H 5.3706 7.7419 10.9490 0.06 0.56 -0.05
H 3.6939 7.9829 10.4189 -0.04 0.42 -0.23
H 6.3251 8.0552 8.7066 -0.19 -0.75 -0.38
H 5.0231 9.1889 8.6695 -0.13 -0.03 0.18
H 6.1177 7.4621 6.3797 -0.04 -0.22 -0.18
H 5.2593 8.9376 6.3036 -0.65 0.02 -0.04
H 4.5805 7.4405 4.1960 0.87 0.35 0.16
H 3.2709 7.6344 5.1972 -0.31 -0.45 0.55
H 6.0024 5.4696 4.3325 -0.08 -0.05 -0.37
H 5.3294 3.9652 4.9561 -0.95 0.25 -0.03
H 6.1510 5.0788 5.9829 -0.29 0.22 0.57
C -10.9592 -5.5043 1.3094 0.99 -0.55 1.78
O -11.6577 -6.3833 0.4955 -1.18 0.32 -1.84
C -12.3802 -5.6601 -0.5496 1.20 -0.65 1.19
C -11.4470 -5.1166 -1.6807 -0.86 -1.78 -1.44
N -11.2276 -6.3207 -2.7258 0.58 -0.64 2.52
H -12.1621 -6.6621 -2.8998 -0.36 -0.11 -0.43
H -10.7925 -6.0450 -3.5945 -0.12 0.53 -0.28
C -10.3809 -7.5426 -2.2633 1.03 1.42 -0.84
C -8.9019 -7.0736 -2.0615 -0.41 -1.96 1.05
O -8.7097 -6.1795 -1.0110 -0.15 0.66 1.34
C -7.3624 -5.7160 -1.0244 0.08 1.85 -2.03
H -10.5710 -6.0020 2.1980 -0.11 -0.99 -0.13
H -11.6213 -4.8261 1.8478 0.09 1.02 -0.86
H -10.0143 -5.2280 0.8414 -0.34 1.17 -0.23
H -12.9878 -4.8820 -0.0876 0.35 0.50 -0.09
H -13.1378 -6.3749 -0.8711 0.21 -0.10 -0.65
H -10.4561 -4.7363 -1.4323 -0.33 -0.23 0.36
H -11.9656 -4.4524 -2.3720 -0.15 0.48 0.55
H -10.3917 -8.1794 -3.1478 0.12 -0.18 0.07
H -10.8358 -8.1080 -1.4500 0.02 0.67 0.23
H -8.3912 -6.7628 -2.9729 -0.37 0.26 -0.38
H -8.3625 -7.9364 -1.6708 -0.05 -0.81 -0.87
H -6.6492 -6.3393 -1.5639 -0.14 -0.69 0.51
H -6.8846 -5.2429 -0.1665 -0.83 -0.89 0.78
H -7.4643 -4.8654 -1.6982 0.57 0.48 -0.34
C -7.9111 0.1785 -0.8522 0.61 1.11 0.53
O -8.5542 0.6424 -2.0018 -1.56 0.63 -1.16
C -9.0458 2.0054 -1.9360 0.46 -1.38 -1.58
C -9.8605 2.2489 -3.2560 -0.73 -0.18 2.33
N -11.2572 1.6821 -3.0468 1.07 -1.23 -0.93
H -11.1781 0.7003 -2.8235 0.14 -0.58 0.47
H -11.7419 2.0687 -2.2495 -0.39 0.60 0.07
C -12.0499 1.6583 -4.3379 -0.01 0.58 1.76
C -13.4726 1.2250 -4.0092 0.13 -0.11 0.07
O -13.4659 0.1231 -3.0831 -0.63 -0.02 -0.59
C -14.8226 -0.4598 -2.8909 0.44 0.95 -0.95
H -7.2528 0.9855 -0.5304 0.23 0.05 0.50
H -7.2375 -0.6436 -1.0937 -0.55 -0.25 -0.05
H -8.6349 -0.0080 -0.0588 0.15 -0.43 0.12
H -8.1547 2.6290 -1.8642 -0.26 0.48 -0.05
H -9.7274 2.2012 -1.1082 0.15 -0.14 0.42
H -9.4831 1.7047 -4.1218 0.32 0.62 0.04
H -10.0980 3.3107 -3.3204 0.75 0.07 -0.74
H -11.5230 0.9628 -4.9912 -0.13 0.09 -0.01
H -11.9759 2.6873 -4.6897 -0.40 -0.20 -0.49
H -13.8192 1.0535 -5.0283 -0.93 -0.71 0.15
H -14.0716 2.0222 -3.5690 0.08 0.30 -0.12
H -15.2189 -0.6480 -3.8887 0.08 -0.60 0.04
H -15.5354 0.2542 -2.4782 0.37 0.28 0.41
H -14.7849 -1.3437 -2.2543 0.37 0.18 -0.26
C 4.0358 -3.9334 -9.5599 1.68 1.08 0.10
O 4.1318 -3.7701 -8.1385 -1.82 -0.10 -0.13
C 2.8218 -3.9475 -7.5812 1.74 -0.21 1.15
C 3.0724 -4.7504 -6.3155 -1.35 0.72 1.19
N 3.7583 -3.9818 -5.1248 0.33 -1.46 -1.51
H 4.4175 -3.3024 -5.4768 0.77 -0.18 -0.78
H 3.2587 -3.3679 -4.4973 -1.64 -0.42 -0.07
C 4.5161 -4.9455 -4.2359 -0.60 0.16 1.26
C 3.7465 -6.2235 -3.7465 2.46 0.61 -0.76
O 2.4773 -5.9113 -3.4091 -2.23 -0.38 -0.07
C 1.6033 -7.0472 -3.4594 -1.12 -0.41 0.15
H 3.5220 -3.0807 -10.0037 -0.77 -0.36 -0.05
H 3.6731 -4.9321 -9.8030 -0.05 0.24 -0.29
H 5.0589 -3.7435 -9.8844 0.04 -0.69 -0.31
H 2.1355 -4.5266 -8.1990 0.19 -0.12 -0.21
H 2.3340 -2.9976 -7.3620 -0.03 0.23 -0.02
H 3.6859 -5.6332 -6.4951 0.15 0.33 -0.05
H 2.1166 -5.0705 -5.9006 0.08 -0.12 0.14
H 4.6251 -4.2570 -3.3979 1.03 -0.61 0.44
H 5.4297 -5.2572 -4.7422 0.05 0.34 0.23
H 4.2454 -6.6390 -2.8710 0.66 0.27 0.16
H 3.9396 -6.9841 -4.5029 -0.86 -0.24 -0.41
H 1.1218 -7.1560 -4.4312 0.26 0.18 -0.28
H 0.7811 -6.9776 -2.7473 0.17 0.75 0.12
H 2.0199 -8.0229 -3.2092 0.87 0.23 -0.06
C -3.3662 5.1402 -5.9527 0.80 -0.16 0.42
O -2.7384 5.6952 -7.1178 -1.01 -0.14 -1.59
C -3.4424 5.4279 -8.4068 1.45 0.26 0.35
C -3.1628 6.6065 -9.4360 -0.24 -1.13 0.67
N -1.6274 6.7078 -9.7468 -2.29 0.85 0.98
H -1.2092 6.6505 -8.8293 0.69 -0.40 0.60
H -1.3078 5.9762 -10.3655 -0.13 -0.46 0.00
C -1.1604 8.0382 -10.2670 -0.11 0.12 0.12
C -1.3320 9.0377 -9.1463 0.15 0.56 0.51
O -0.6154 8.5692 -8.0072 -0.82 -0.69 -2.07
C -0.5930 9.3938 -6.8934 1.81 -0.30 1.44
H -4.1558 5.7315 -5.4890 -0.54 0.11 -0.83
H -2.6400 5.1377 -5.1398 0.54 0.05 -0.30
H -3.6200 4.0877 -6.0784 -0.40 0.08 -0.25
H -4.4679 5.1184 -8.2054 -0.34 1.03 -0.25
H -3.0598 4.5344 -8.9002 0.59 -0.33 0.33
H -3.5865 7.5144 -9.0067 0.77 0.20 -0.16
H -3.6342 6.4561 -10.4072 -0.13 -0.28 0.18
H -1.7633 8.3348 -11.1252 0.14 -0.15 -0.07
H -0.1279 7.8331 -10.5499 0.03 0.53 -0.06
H -2.3939 9.1570 -8.9312 -0.21 -0.15 0.23
H -1.0374 10.0516 -9.4171 0.47 -0.08 -0.34
H -1.5220 9.4832 -6.3302 -0.15 0.20 -0.36
H -0.0224 10.3127 -7.0277 -0.76 0.56 -0.56
H 0.1455 8.8572 -6.2978 -0.35 -0.10 0.77
C 1.2933 6.1629 -2.0125 -1.35 0.35 0.15
O 1.9726 5.0977 -2.6557 -0.41 1.22 -0.85
C 2.9847 4.5167 -1.9143 1.04 -1.25 -1.03
C 4.0275 3.8589 -2.9326 -0.62 0.65 1.12
N 3.4439 2.8143 -3.8401 -1.95 0.27 0.67
H 4.1522 2.3766 -4.4119 0.34 0.33 -0.61
H 3.0720 2.0634 -3.2763 0.28 -0.44 0.74
C 2.1732 3.1529 -4.6670 2.34 0.32 -1.52
C 2.5984 4.3519 -5.5547 -1.72 1.82 0.36
O 3.7489 4.1290 -6.2401 1.28 -2.66 -0.27
C 3.9305 4.8319 -7.4381 0.92 0.94 0.02
H 1.8661 7.0477 -1.7350 0.77 -0.49 0.37
H 0.6704 5.7753 -1.2064 0.44 0.02 0.57
H 0.5323 6.6289 -2.6385 0.17 -0.55 -0.83
H 2.5300 3.7680 -1.2656 0.33 -0.21 0.41
H 3.5532 5.2560 -1.3502 0.07 -0.06 0.21
H 4.8232 3.3189 -2.4193 -0.04 0.27 0.31
H 4.4805 4.6825 -3.4845 -0.16 -0.36 -0.43
H 1.2938 3.1630 -4.0231 0.37 0.65 -0.09
H 2.1218 2.2907 -5.3318 -0.28 -0.06 -0.05
H 2.8114 5.2909 -5.0439 -0.76 -0.06 1.03
H 1.8291 4.6373 -6.2722 -0.70 -0.42 0.10
H 4.8820 4.4609 -7.8188 -0.33 0.07 -0.42
H 4.0666 5.8897 -7.2126 0.09 0.26 0.04
H 3.1125 4.7971 -8.1576 -0.13 -0.65 0.04
N 1.5582 -1.1309 -1.4607 -4.35 -0.50 -2.80
S -0.1246 -1.4130 -1.5234 -3.50 2.25 -2.94
O -0.9799 -0.1955 -1.4251 2.51 -2.77 -0.25
O -0.6363 -2.6319 -0.9527 0.98 0.97 -0.05
F -0.1363 -1.7231 -3.0892 0.18 0.10 0.05
S 1.5858 -1.3052 0.0311 4.90 0.26 7.09
O 1.9657 -2.5951 0.5525 -1.02 0.47 -0.48
O 0.7058 -0.4744 0.8438 0.70 -1.01 -1.07
F 3.0489 -0.5722 0.1480 -0.23 0.41 0.32
```
Forces are in eV/Å.

Here are the Löwdin charges for atoms 1 to 2, given in e:
1. C -0.0609
2. C -0.1285